No. 1
CH5N3O | ωB97M-V/def2-TZVPD

Results
- energy above the lowest of the compared OMol25 structures with the same formula, charge and spin (kJ/mol) = 279.33
- energy (Ha) = -280.49812
- structure (SMILES) = N/N=C/NO
- gap between HOMO and LUMO (eV) = 9.387
- max |F| (hartree/bohr) = 0.069

The geometry in XYZ format:
```
10
CH5N3O (ωB97M-V/def2-TZVPD)
O 1.98377 1.00703 0.02214
N 1.52447 -0.24040 0.40443
N -0.63473 0.47191 -0.08098
N -2.01001 0.08617 -0.04065
C 0.20523 -0.48591 0.11382
H -0.07707 -1.58201 0.17692
H -2.08627 -0.81007 -0.55408
H 1.42196 1.64572 0.61412
H 2.20685 -0.85954 -0.00190
H -2.53420 0.76710 -0.65382
```

No. 2
C30H50NO8S | ωB97M-V/def2-TZVPD

Results
- energy above the lowest of the compared OMol25 structures with the same formula, charge and spin (kJ/mol) = 0.00
- energy (Ha) = -2227.54660
- net charge = +1
- gap between HOMO and LUMO (eV) = 7.085
- max |F| (hartree/bohr) = 0.062

The geometry in XYZ format:
```
90
C30H50NO8S (ωB97M-V/def2-TZVPD)
S -1.16898 -1.95476 4.02601
O 6.31531 -1.27093 3.79386
O -1.98255 -1.63236 2.66941
O -4.74704 3.45307 -2.06746
O -1.10790 2.06877 -2.03042
O -2.22508 1.77489 -4.06603
O -0.64328 -0.73674 4.52576
O -2.42601 -2.38968 4.91120
O -0.35448 -3.09196 3.81327
N -1.62343 -0.75553 -2.34017
C 2.15777 1.04793 4.96858
C 4.28051 -0.33912 4.65688
C -3.65116 -2.09838 4.23094
C -1.56944 -3.56200 -3.74580
C 0.90337 -4.34793 -2.65756
C -3.30018 -2.19714 2.76179
C -3.76296 3.09328 -1.49748
C -0.76473 -0.03126 -3.32918
C -1.69684 -0.10040 -0.97330
C -1.08579 1.49469 -3.31072
C 0.30503 2.54005 1.99190
C 7.43836 -0.71802 3.12053
C 0.35648 2.03188 3.45162
C -1.60596 2.10198 0.28966
C -1.80354 3.25352 -5.92427
C -0.39300 -2.93843 -4.17954
C -0.27683 -4.93316 -2.20193
C 0.70393 -0.19920 -3.04332
C -1.12429 -0.54273 -4.74052
C 3.69870 0.98534 5.15662
C 1.76092 2.24073 4.09384
C -2.29875 3.15137 -4.48429
C -3.42732 1.62276 -1.32644
C -1.90814 1.40754 -1.06191
C -1.48686 -4.54363 -2.76401
C 1.32459 0.17324 -1.85742
C -0.41555 1.52933 1.05769
C -0.39960 -1.82516 -5.20585
C 5.80205 -0.39737 4.78911
C 0.82322 -3.36100 -3.63602
H -3.33289 3.47327 -4.39715
H 0.62736 -1.57647 -5.47000
H -3.96413 -1.08803 4.50142
H 8.17840 -0.39850 3.85930
H -3.99292 -1.64718 2.12967
H 3.98658 -0.49675 3.61926
H -0.80607 -0.41480 -0.44057
H 4.15445 1.80459 4.59376
H 3.84436 -1.11861 5.28523
H 7.87229 -1.51693 2.52495
H -2.57316 -0.76225 -2.71316
H -2.51536 -3.24530 -4.17065
H -4.42074 -2.80634 4.52518
H -0.80437 0.74474 1.71348
H -1.28671 -1.70883 -2.17006
H -3.07455 3.86762 -1.12364
H 6.23847 0.60302 4.70915
H -0.22442 -5.68025 -1.42288
H -2.21663 2.42455 -6.49647
H -4.01371 1.23968 -0.49137
H -1.68619 3.78613 -3.84194
H -3.25098 -3.23706 2.43170
H 3.97088 1.13936 6.20266
H -0.72091 3.10967 -5.91636
H 6.04652 -0.77306 5.78789
H 1.69278 -0.61579 -1.20029
H 1.33077 2.64070 1.64563
H -0.85103 -2.17708 -6.13425
H 1.85098 0.10720 4.51269
H -3.75393 1.14784 -2.25352
H 1.35715 -0.59233 -3.81232
H 1.70774 1.09058 5.96078
H -1.36328 3.13306 0.02884
H -0.25247 3.47545 1.96621
H 1.87252 -4.62707 -2.27055
H 1.47653 1.20622 -1.55565
H 1.73277 3.15503 4.68557
H -0.24124 1.95803 -3.82967
H -2.57044 -0.53721 -0.49469
H 0.31300 1.03556 0.41673
H -2.05373 4.21891 -6.35288
H 1.74244 -2.90448 -3.98094
H -0.38214 2.54838 4.06484
H 2.50724 2.31093 3.30187
H -2.39021 -5.01755 -2.39826
H -2.51057 2.14714 0.89334
H -2.19763 -0.74332 -4.79992
H 0.14516 0.96328 3.50392
H 7.13006 0.12480 2.49689
H -0.94856 0.22594 -5.48879
```

No. 3
C7H28BCs3N6O5 | ωB97M-V/def2-TZVPD

Results
- energy (Ha) = -1072.94394
- net charge = +2
- gap between HOMO and LUMO (eV) = 6.831
- max |F| (hartree/bohr) = 0.127

The geometry in XYZ format:
```
50
C7H28BCs3N6O5 (ωB97M-V/def2-TZVPD)
Cs -4.39449 -0.94420 2.00724
Cs 2.87011 -3.56824 4.76723
Cs 5.19725 3.13863 1.65555
O -1.14517 -5.83285 1.48626
O -1.67381 3.64344 -1.21915
O 0.54760 4.13524 9.17624
O -5.35335 -1.67729 -3.82615
O 4.91000 0.82427 -3.45485
N -3.23647 -1.21473 -4.22599
N -4.04225 -2.97163 -5.03928
N 3.95678 -1.18957 -3.15290
N 5.09227 -0.82908 -4.90251
N -0.40188 -5.68924 -0.59084
N -0.95263 -7.61627 0.11675
C 4.67933 -0.34091 -3.79478
C -1.38380 5.01279 -1.43096
C -0.02149 3.71290 6.90386
C -0.83781 -6.35036 0.40992
C -4.29141 -1.90827 -4.34589
C -0.51519 3.84774 8.33772
C -0.17501 5.07199 -2.30202
B 0.94311 -0.26614 1.13434
H -3.31135 -0.34616 -3.71602
H 5.83661 -0.39165 -5.42665
H -1.26644 4.63554 8.39317
H 0.39795 -0.84301 0.40341
H 0.42612 -0.28264 2.08127
H -0.95928 2.88855 8.60389
H -0.56611 4.83339 -3.29107
H 0.75802 5.05368 8.99241
H -1.23943 5.54000 -0.48793
H -1.29464 -8.32140 0.75388
H -0.16280 -6.09653 -1.48362
H 3.68243 -2.03676 -3.62946
H -0.57610 -7.97447 -0.74928
H 1.94459 -0.64083 1.27885
H -3.13524 -3.24295 -5.39113
H 0.16742 6.09821 -2.16898
H -4.79797 -3.63644 -4.95553
H -2.16584 5.62496 -1.88014
H 0.86080 3.08297 6.79055
H -2.42369 -1.46483 -4.77092
H -0.35217 -4.69068 -0.44762
H 0.18282 4.59425 6.29593
H 4.89761 -1.81588 -4.81066
H 3.43497 -0.95054 -2.32183
H -0.89334 3.18715 -0.89625
H -0.75014 3.10641 6.36595
H 0.95194 0.69684 0.64769
H 0.58155 4.40447 -1.88954
```

No. 4
C6H9NSi | ωB97M-V/def2-TZVPD

Results
- energy above the lowest of the compared OMol25 structures with the same formula, charge and spin (kJ/mol) = 57.37
- energy (Ha) = -578.18812
- gap between HOMO and LUMO (eV) = 8.975
- max |F| (hartree/bohr) = 0.120

The geometry in XYZ format:
```
17
C6H9NSi (ωB97M-V/def2-TZVPD)
Si 2.44335 0.50115 -0.30882
N 3.21423 -0.70230 0.66276
C -0.87642 1.28751 0.24882
C -0.57871 -0.97018 -0.40119
C -0.11246 0.27465 -0.16772
C -2.22900 1.11488 0.37987
C -1.91560 -1.17857 -0.37073
C -2.64515 -0.14362 0.04512
H -2.41735 -2.14635 -0.33770
H 2.57303 0.20959 -1.68759
H 2.57023 1.91888 0.00557
H -0.54024 2.30878 0.23306
H -2.93016 1.99186 0.45425
H -3.70579 -0.38279 0.20711
H 4.03995 -0.68353 1.25220
H 0.15516 -1.81363 -0.54852
H 2.95495 -1.58633 0.33351
```